# 1
Density functional theory data (ωB97M-V/def2-TZVPD) for a structure of composition C35H23Cl3N7O4V.

Output
HOMO (alpha / beta) in Ha: -0.269 / -0.276
LUMO (alpha / beta) in eV: -0.19 / -0.35
F_max in eV/Å: 0.7
ΔE to the lowest compared entry with this formula, charge and spin in kJ/mol: 0.00

ORCA input file:
```
! wB97M-V def2-TZVPD RIJCOSX def2/J DEFGRID3
* xyz 0 3
V -0.2738 0.2660 -0.1129
Cl -3.8334 6.0579 0.7054
C -3.4425 4.3862 0.4603
C -2.1844 3.9401 0.8714
C -1.8388 2.6192 0.6556
N -0.6201 2.0021 0.9694
C 0.2332 2.4800 1.8825
O 0.1878 3.5204 2.5270
C 1.3740 1.5114 2.0912
C 2.4049 1.8173 2.9642
C 3.4438 0.9175 3.1016
C 3.4204 -0.2517 2.3534
C 2.3575 -0.4730 1.5006
N 1.3410 0.3822 1.3813
C -2.7716 1.7381 0.0649
C -4.0189 2.1801 -0.3254
C -4.3454 3.5231 -0.1314
Cl -5.9058 4.0688 -0.6578
N -2.2924 0.4271 0.0171
C -3.0378 -0.6783 0.0198
O -4.1915 -0.8641 -0.3443
C -2.2577 -1.8152 0.6750
C -2.8647 -3.0323 0.9129
C -2.1663 -3.9874 1.6359
C -0.8949 -3.6868 2.0951
C -0.3480 -2.4512 1.7817
N -1.0063 -1.5341 1.0766
H -1.4958 4.6194 1.3473
H 2.3529 2.7585 3.4924
H 4.2699 1.1259 3.7686
H 4.2209 -0.9758 2.4081
H 2.3255 -1.3430 0.8569
H -4.7358 1.5007 -0.7610
H -3.8690 -3.1854 0.5445
H -2.6142 -4.9491 1.8507
H -0.3218 -4.3880 2.6849
H 0.6461 -2.1821 2.1114
N -2.1555 0.2666 -2.9093
C -1.5032 1.4889 -2.7609
C -1.9313 2.5354 -3.5856
C -1.3126 3.7575 -3.4816
C -0.2584 3.9079 -2.5859
C 0.0879 2.8359 -1.7998
N -0.5401 1.6441 -1.8582
C -1.6850 -1.0130 -2.7030
C -2.2494 -2.0547 -3.4612
C -1.7477 -3.3217 -3.3181
C -0.6754 -3.5406 -2.4474
C -0.2104 -2.4721 -1.7261
N -0.7322 -1.2367 -1.8087
H -2.9574 0.3162 -3.5154
H -2.7381 2.3725 -4.2878
H -1.6382 4.5844 -4.0986
H 0.2711 4.8425 -2.4763
H 0.8843 2.8966 -1.0716
H -3.0561 -1.8402 -4.1489
H -2.1671 -4.1383 -3.8908
H -0.2279 -4.5165 -2.3305
H 0.6115 -2.5740 -1.0284
Cl 6.6857 -1.2699 -5.2530
C 5.4763 -0.7141 -4.1294
C 4.3842 -1.5208 -3.8595
C 3.4253 -1.0705 -2.9654
C 3.5580 0.1650 -2.3448
C 4.6644 0.9572 -2.6329
C 5.6292 0.5254 -3.5283
C 2.5224 0.6666 -1.3631
O 2.6950 1.7457 -0.7991
O 1.5194 -0.1187 -1.2028
H 4.2917 -2.4814 -4.3472
H 2.5546 -1.6749 -2.7490
H 4.7529 1.9149 -2.1375
H 6.4903 1.1360 -3.7613
*
```


# 2
Density functional theory data (ωB97M-V/def2-TZVPD) for a cluster of 4 separate species, H8O4 in total at a distorted geometry.

Output
Structure (SMILES): O.O.O.O
HOMO in Ha: -0.398
LUMO in eV: 0.54
F_max in eV/Å: 1.2
ΔE to the lowest compared entry with this formula, charge and spin in kJ/mol: 71.38

ORCA input file:
```
! wB97M-V def2-TZVPD RIJCOSX def2/J DEFGRID3
* xyz 0 1
O 0.9666 -1.9857 -0.5629
H 0.7546 -1.2137 -1.1009
H 0.2086 -2.5827 -0.6609
O 1.5326 2.1203 0.8041
H 1.9366 2.4743 0.0111
H 0.8866 2.7333 1.1701
O -2.2034 -0.0837 -0.9829
H -1.6094 -0.2457 -0.2309
H -2.6934 -0.8937 -1.1209
O -0.3174 -0.1097 0.9631
H 0.3166 0.5983 1.0871
H 0.2216 -0.8117 0.6241
*
```


# 3
Density functional theory data (ωB97M-V/def2-TZVPD) for a cluster of 7 separate species, C28H46BF5IN4O11S in total at a distorted geometry.

Output
HOMO in Ha: -0.377
LUMO in eV: -6.39
F_max in eV/Å: 9.6

ORCA input file:
```
! wB97M-V def2-TZVPD RIJCOSX def2/J DEFGRID3
* xyz 1 1
N 4.1793 -3.0311 2.8839
B 3.8945 -2.9430 1.3865
O 5.0010 -2.3452 0.5584
C 2.5176 -3.4037 0.6263
C 2.4636 -4.7786 -0.3250
N 3.7720 -5.5858 -0.4509
N 1.2585 -5.2570 -1.0453
N 0.1208 -4.5199 -0.9580
C -1.0690 -5.1235 -1.7438
C -0.5965 -6.5769 -2.4245
O -0.2745 -6.6972 -3.7193
I -0.5458 -8.3002 -1.0199
C -0.1870 -3.2315 -0.2375
S -1.8612 -2.3982 -0.3395
O -1.9306 -0.9751 0.2739
O -2.3889 -2.2109 -1.8170
C -3.2517 -3.3777 0.5323
F -4.1129 -4.1273 -0.4412
F -4.1759 -2.3475 1.1402
C -2.7151 -4.2850 1.7881
F -3.8639 -4.3505 2.7678
F -2.4124 -5.7034 1.4456
F -1.5997 -3.6311 2.5701
C 1.0648 -2.5858 0.6672
C 0.9645 -1.2310 1.5741
C 1.1037 0.1333 0.6182
O 0.7150 1.3411 1.1088
H 4.9466 -3.7252 3.0515
H 3.3360 -3.3319 3.4197
H 5.7349 -3.0500 0.6485
H 4.4507 -5.0463 -1.0643
H 3.6017 -6.5011 -0.9229
H -1.9771 -5.3895 -1.0563
H -1.3590 -4.4456 -2.6782
H 1.7459 -1.1354 2.4388
H -0.1024 -1.2613 2.1090
H 1.5604 0.0151 -0.4768
C -1.7326 2.6571 1.8130
C -2.6834 3.4726 2.6479
O -2.2963 4.4518 3.2837
C -4.1261 3.0439 2.6748
H -0.7264 3.0829 1.8886
H -1.7053 1.6279 2.1797
H -2.0444 2.6800 0.7657
H -4.2054 2.0318 3.0798
H -4.5445 3.0840 1.6659
H -4.6949 3.7242 3.3175
C -1.7845 7.2505 7.8113
C -1.9001 5.8734 7.2146
O -1.9107 4.8688 7.9242
C -2.0024 5.7729 5.7161
H -1.7187 7.1693 8.9015
H -0.8802 7.7407 7.4419
H -2.6684 7.8410 7.5572
H -1.1078 6.1973 5.2534
H -2.8960 6.2975 5.3687
H -2.0801 4.7192 5.4276
C 2.4155 3.6400 -1.9203
C 2.2999 2.2629 -2.5170
O 2.2893 1.2583 -1.8074
C 2.1976 2.1623 -4.0155
H 2.4813 3.5588 -0.8301
H 3.3198 4.1302 -2.2897
H 1.5316 4.2305 -2.1743
H 3.0922 2.5867 -4.4782
H 1.3040 2.6869 -4.3629
H 2.1199 1.1087 -4.3040
C -4.3543 2.1952 -3.4738
C -3.2682 2.1332 -2.4334
O -3.0135 3.1006 -1.7177
C -2.5058 0.8419 -2.3024
H -4.8186 3.1870 -3.4551
H -3.9282 2.0273 -4.4661
H -5.1201 1.4463 -3.2567
H -1.9973 0.6137 -3.2426
H -3.1892 0.0326 -2.0330
H -1.7538 0.9431 -1.5127
C 1.0716 7.9092 -0.2919
C 0.6667 6.5048 0.0682
O 1.2435 5.5307 -0.4128
C -0.4710 6.3382 1.0398
H 1.9049 7.8759 -1.0018
H 0.2326 8.4288 -0.7615
H 1.3968 8.4435 0.6044
H -1.3787 6.7878 0.6295
H -0.2145 6.8025 1.9953
H -0.6527 5.2710 1.2062
C 2.4147 -7.3553 -5.0428
C 3.6596 -7.8726 -4.3731
O 3.6188 -8.3783 -3.2526
C 4.9564 -7.7474 -5.1273
H 1.5554 -7.5119 -4.3822
H 2.5154 -6.2847 -5.2379
H 2.2420 -7.8977 -5.9758
H 5.1703 -6.6942 -5.3261
H 4.8969 -8.3072 -6.0640
H 5.7696 -8.1621 -4.5221
*
```


# 4
Density functional theory data (ωB97M-V/def2-TZVPD) for a cluster of 2 separate species, C3H6N2 in total at a distorted geometry.

Output
HOMO (alpha / beta) in Ha: -0.340 / -0.340
LUMO (alpha / beta) in eV: -0.50 / -0.50
F_max in eV/Å: 1.3
ΔE to the lowest compared entry with this formula, charge and spin in kJ/mol: 445.61

ORCA input file:
```
! wB97M-V def2-TZVPD RIJCOSX def2/J DEFGRID3
* xyz 0 1
C 1.5915 -0.8200 -0.2118
N 0.2170 -0.2850 -0.0758
C -1.0646 1.3485 0.1531
C -1.9647 0.2954 -0.1606
N -2.2972 -0.7938 -0.3862
H 1.4710 -1.8993 0.0299
H 2.3740 -0.4531 0.4597
H 1.9435 -0.7994 -1.2484
H -0.0439 -0.5152 0.8786
H -1.2252 1.7777 1.1570
H -1.0014 2.1442 -0.5955
*
```


# 5
Density functional theory data (ωB97M-V/def2-TZVPD) for an isolated molecule of C4H13N3O at a distorted geometry.

Output
Structure (SMILES): C[C@H](N(C)N)N(C)O
HOMO in Ha: -0.277
LUMO in eV: 0.89
F_max in eV/Å: 2.1
ΔE to the lowest compared entry with this formula, charge and spin in kJ/mol: 415.06

ORCA input file:
```
! wB97M-V def2-TZVPD RIJCOSX def2/J DEFGRID3
* xyz 0 1
C -1.8081 -1.3772 0.3232
C -0.9084 1.5617 -0.7225
N -0.4095 -1.1027 0.5757
O -0.2901 -0.4041 1.8373
H 0.1507 0.4368 1.5625
H -1.9446 -1.8702 -0.6442
H -2.4299 -0.4804 0.3610
H -2.1859 -2.0620 1.0908
H -1.5805 1.5319 0.1392
H -1.3731 1.1047 -1.6009
H -0.7626 2.6214 -0.9565
C 1.8229 -1.1220 -0.3975
N 1.0768 1.5540 0.6958
C 0.4147 -0.5152 -0.4968
N 0.4749 0.9648 -0.4992
H 2.0636 1.2776 0.7606
H 1.1238 2.5726 0.5797
H 0.0147 -0.8395 -1.4663
H 2.2517 -1.0206 0.6053
H 2.5039 -0.6408 -1.1080
H 1.7949 -2.1907 -0.6391
*
```


# 6
Density functional theory data (ωB97M-V/def2-TZVPD) for the ion C2H8N3O2 with charge +1 at a distorted geometry.

Output
Structure (SMILES): CO/N=[N+](/N)OC
HOMO in Ha: -0.558
LUMO in eV: -5.16
F_max in eV/Å: 7.2
ΔE to the lowest compared entry with this formula, charge and spin in kJ/mol: 812.02

ORCA input file:
```
! wB97M-V def2-TZVPD RIJCOSX def2/J DEFGRID3
* xyz 1 1
C -2.9888 -0.2619 -0.0473
C 2.3155 -0.9894 -0.2857
N -0.8256 0.6303 0.1852
N 1.4636 1.4084 0.6696
N 0.4045 0.4272 -0.0534
O -1.5557 -0.4334 -0.2379
O 0.9411 -0.6926 -0.5654
H -3.5167 -1.1798 0.2627
H -3.3150 0.1226 -0.9937
H -3.2661 0.4860 0.6574
H 2.7565 -1.2054 -1.2232
H 2.2659 -2.0310 0.2508
H 2.8036 -0.1183 0.1405
H 0.6597 1.8668 1.2545
H 1.8576 1.9703 -0.0140
*
```


# 7
Density functional theory data (ωB97M-V/def2-TZVPD) for an isolated molecule of C4H4N2O.

Output
HOMO in Ha: -0.342
LUMO in eV: -0.31
F_max in eV/Å: 0.6
ΔE to the lowest compared entry with this formula, charge and spin in kJ/mol: 471.45

ORCA input file:
```
! wB97M-V def2-TZVPD RIJCOSX def2/J DEFGRID3
* xyz 0 1
O -2.8278 -0.9215 -0.0314
C -2.3992 0.2106 -0.0621
C -1.0583 0.5119 0.3970
C 0.1424 0.8633 0.0119
N 1.3924 0.8670 -0.1909
C 1.9848 -0.4082 -0.0526
N 1.3029 -1.4512 0.1853
H -3.0079 1.0874 -0.3694
H -0.4895 1.8873 0.0290
H 3.0726 -0.3641 -0.1791
H 1.8876 -2.2828 0.2624
*
```


# 8
Density functional theory data (ωB97M-V/def2-TZVPD) for a structure of composition C2H7IP2 at a distorted geometry.

Output
HOMO in Ha: -0.319
LUMO in eV: -0.40
F_max in eV/Å: 4.1
ΔE to the lowest compared entry with this formula, charge and spin in kJ/mol: 141.71

ORCA input file:
```
! wB97M-V def2-TZVPD RIJCOSX def2/J DEFGRID3
* xyz 0 1
C -1.8074 -1.4877 0.4921
C 0.7070 2.0030 -0.3472
P 0.1776 -0.9910 -0.8357
P 1.0034 0.4088 0.6359
I 3.4118 -0.0897 -0.0513
H -2.4079 -0.5040 0.1246
H -1.3733 -1.4636 1.5364
H -2.2084 -2.4997 0.1571
H -0.4775 1.9871 -0.4520
H 1.2719 1.9331 -1.3083
H 1.0101 2.7610 0.3492
H 0.6928 -2.0572 -0.3009
*
```